The following is a DFT calculation (ωB97M-V/def2-TZVPD) of a molecular structure, C4H9N3O2 in a non-equilibrium geometry.

XYZ file:
```
18
Properties=species:S:1:pos:R:3:nbo_charge:R:1
C 1.021 -2.126 -0.157 -0.484
C -0.078 -0.117 -0.176 0.405
C -1.265 0.599 -0.696 -0.287
C 0.637 0.032 2.189 0.525
H 1.216 -3.062 -0.904 0.211
H 2.004 -1.527 -0.166 0.207
H 0.676 -2.720 0.847 0.211
H -1.685 1.105 0.210 0.247
H -1.820 -0.324 -1.046 0.227
H -1.198 2.722 -1.788 0.398
H -0.752 0.977 -3.049 0.418
H 0.179 2.154 0.121 0.485
H 0.711 -0.993 1.943 0.113
N 0.043 -1.206 -0.687 -0.439
N -0.726 1.566 -1.820 -0.963
N 0.498 0.545 0.944 -0.204
O -0.175 1.827 0.942 -0.536
O 0.714 0.548 3.294 -0.534
```

Output
max |F|	5.888	eV/Å
energy relative to the best compared isomer or geometry (same formula, charge and spin)	178.3	kcal/mol
gap between HOMO and LUMO	0.360	hartree
LUMO level	0.22	eV